No. 1
This record from the Open Molecules 2025 dataset describes a single C7H12 molecule in a non-equilibrium geometry. The level of theory is wB97M-V/def2-TZVPD.

XYZ file:
```
19
Properties=species:S:1:pos:R:3:nbo_charge:R:1
C 0.6023 -1.6566 -1.0985 -0.3715
C 0.5374 -0.3371 -0.9268 -0.0207
C 1.5876 0.5631 -1.6808 -0.6482
C 0.0945 0.4070 0.2940 -0.0132
C 0.7446 1.4577 0.8711 -0.3906
C -0.8618 -0.3762 1.2054 -0.4290
C -2.3018 0.0207 1.0255 -0.5931
H 1.2715 -2.1010 -1.8464 0.2037
H 0.0392 -2.3838 -0.4768 0.1988
H 1.7385 0.1035 -2.6575 0.2125
H 2.5844 0.6178 -1.2273 0.2178
H 1.1511 1.5715 -1.8124 0.2168
H 0.6818 1.8959 1.8554 0.2112
H 1.6208 1.7832 0.3230 0.1907
H -0.8897 -1.4710 0.9991 0.1994
H -0.6171 -0.3732 2.2637 0.2060
H -2.8895 -0.5778 1.7080 0.2046
H -2.4271 1.1033 1.1543 0.2031
H -2.6666 -0.2470 0.0270 0.2016
```

Values from the calculation:
highest occupied orbital energy	-8.789	eV
F_max	4.029	eV/A
SMILES	C=C(C)C(=C)CC
gap between HOMO and LUMO	9.5	eV

No. 2
This record from the Open Molecules 2025 dataset describes 4 unconnected molecules or ions with the total composition C2H12O3S2. The level of theory is wB97M-V/def2-TZVPD.

XYZ file:
```
19
Properties=species:S:1:pos:R:3:nbo_charge:R:1
C 1.1440 0.3849 1.4556 -0.6246
C 1.2942 -1.0707 1.9049 -0.5409
S 1.7343 -2.2317 0.5896 0.0994
S 0.1275 -2.1400 -0.6768 -0.1441
H 0.3543 0.9186 1.9937 0.2123
H 0.9980 0.4479 0.3790 0.2236
H 2.0823 0.9240 1.6364 0.2087
H 0.4197 -1.4361 2.4236 0.2131
H 2.1143 -1.1657 2.6193 0.2228
H 0.5547 -1.1383 -1.4635 0.1288
O -1.7201 1.6380 -0.7952 -0.9785
H -2.5422 1.1589 -0.9428 0.4732
H -1.8614 2.2591 -0.0621 0.5047
O -1.1214 2.5351 -3.4875 -0.9639
H -1.1836 2.2065 -2.5664 0.4934
H -1.6394 1.8874 -3.9806 0.4560
O -1.9553 3.2430 1.5340 -0.9516
H -2.1890 3.0504 2.4478 0.4856
H -2.4522 4.0404 1.3175 0.4819
```

Values from the calculation:
highest occupied orbital energy	-8.975	eV
F_max	0.713	eV/A
SMILES	CCSS.O.O.O
gap between HOMO and LUMO	9.2	eV

No. 3
This record from the Open Molecules 2025 dataset describes a molecular structure, C47H53I2N4OPS2Y in a non-equilibrium geometry. The level of theory is wB97M-V/def2-TZVPD.

XYZ file:
```
111
Properties=species:S:1:pos:R:3:mulliken_charge:R:1
Y 0.0546 0.0158 0.5518 -0.2122
C -1.6033 -2.9369 -0.5330 -1.3147
N -1.8617 -1.5037 -0.7703 1.9496
C -1.8888 -1.2059 -2.2107 -0.1695
C -0.6976 -1.7428 -2.9930 -2.3875
N 0.5819 -1.5432 -2.3576 2.0848
C 1.2598 -0.3186 -2.7151 -1.0336
C 1.4566 -2.6642 -2.4180 -1.4534
C 1.6631 -3.3567 -3.6059 -0.2870
C 2.5247 -4.4401 -3.6545 -0.9206
C 3.1921 -4.8203 -2.4964 -0.6033
C 2.9948 -4.1228 -1.3188 -0.8767
C 2.1248 -3.0281 -1.2522 0.3416
S 1.8954 -2.1742 0.2614 0.2196
C -3.1450 -1.2226 -0.1192 0.1436
C -4.3558 -1.2349 -0.8093 -0.6917
C -5.5698 -1.2309 -0.1364 -0.7921
C -5.5864 -1.2107 1.2461 -0.7601
C -4.3927 -1.1196 1.9358 -0.9046
C -3.1606 -1.0966 1.2791 0.8904
S -1.7075 -0.9661 2.2632 -0.3350
H -2.3274 -3.5453 -1.0890 0.3646
H -1.6999 -3.1332 0.5358 0.3338
H -0.5883 -3.1876 -0.8327 0.0369
H -2.0094 -0.1226 -2.3255 0.2083
H -2.7562 -1.6766 -2.6902 0.2949
H -0.7362 -1.2983 -4.0006 0.3166
H -0.8303 -2.8189 -3.1297 0.6357
H 1.4612 -0.2475 -3.7988 0.3425
H 2.2134 -0.2775 -2.1825 0.2006
H 0.6694 0.5487 -2.4344 -0.0574
H 1.1385 -3.0420 -4.5002 0.4425
H 2.6760 -4.9768 -4.5820 0.3810
H 3.8687 -5.6654 -2.5094 0.3647
H 3.5102 -4.4204 -0.4161 0.4927
H -4.3778 -1.2716 -1.8857 0.2724
H -6.4912 -1.2428 -0.7024 0.3974
H -6.5223 -1.2214 1.7887 0.3310
H -4.3903 -1.0505 3.0152 0.4938
I -4.4028 2.1374 0.4838 0.0484
C -3.3394 2.5333 -1.2434 -0.0313
C -4.0118 3.1773 -2.2999 -0.2465
C -3.3534 3.6253 -3.4077 -0.2357
I -4.4484 4.5420 -4.9205 0.0050
C -1.9371 3.5138 -3.4710 1.0990
C -1.1385 4.0866 -4.4835 -1.1499
C 0.2215 4.0229 -4.3930 -1.4172
C 0.7865 3.3580 -3.2915 -0.2901
N 0.0765 2.7791 -2.3613 0.4431
C -1.2695 2.8348 -2.4263 0.0730
C -1.9892 2.2261 -1.3014 -1.1648
O -1.3620 1.5790 -0.3969 1.1747
H -5.0796 3.3257 -2.2094 0.4566
H -1.6160 4.5935 -5.3123 0.2183
H 0.8571 4.4677 -5.1460 0.4579
H 1.8659 3.2885 -3.1915 0.4232
C 4.1174 0.2837 1.4654 -1.4012
C 3.7112 -0.4212 2.7490 0.6067
C 4.2868 0.3488 3.9387 -1.8198
P 1.8683 -0.7405 2.8775 1.2222
C 1.8550 -2.3435 3.8177 0.5163
C 2.7754 -2.5073 5.0305 -1.6622
C 0.4559 -2.8308 4.1505 -1.1960
C 1.3654 0.6450 3.9210 -0.1210
C 1.3308 0.6559 5.3067 0.2301
C 1.1775 1.8221 6.0443 0.3224
C 1.1025 1.8029 7.5424 -1.7409
C 1.1282 3.0113 5.3177 -1.0361
C 1.1211 3.0211 3.9377 -0.8506
C 1.1461 1.8337 3.1845 0.1746
N 0.9755 1.7974 1.8088 0.8066
C 0.5187 3.0101 1.2186 -0.2286
C -0.7045 3.6011 1.5932 1.2614
C -1.5846 3.0142 2.6596 -1.2845
C -1.1499 4.7202 0.9091 -0.8056
C -0.4468 5.2763 -0.1570 0.4411
C -1.0013 6.4474 -0.9169 -1.6673
C 0.7430 4.6738 -0.5196 -0.8341
C 1.2279 3.5497 0.1432 0.6328
C 2.5031 2.9275 -0.3491 -1.6484
H 5.2036 0.3952 1.4437 0.5878
H 3.6801 1.2812 1.4319 0.0944
H 3.7995 -0.2641 0.5803 0.0603
H 4.1332 -1.4323 2.7407 0.8377
H 3.9033 1.3698 3.9581 0.2877
H 5.3747 0.3998 3.8445 0.4790
H 4.0486 -0.0944 4.9022 0.3776
H 2.2493 -3.0027 3.0286 0.4211
H 2.4052 -1.9907 5.9173 0.2758
H 3.7913 -2.1695 4.8457 0.3543
H 2.8315 -3.5697 5.2841 0.5131
H 0.5181 -3.8232 4.6032 0.5249
H -0.0456 -2.1712 4.8615 0.2287
H -0.1733 -2.8924 3.2672 -0.0279
H 1.4479 -0.2793 5.8414 -0.0313
H 1.2515 0.7922 7.9226 0.3443
H 0.1338 2.1496 7.9071 0.3123
H 1.8651 2.4400 7.9932 0.3318
H 1.0814 3.9602 5.8407 0.3483
H 1.0671 3.9682 3.4170 0.5704
H -1.2006 3.2017 3.6641 0.2149
H -1.6821 1.9296 2.5535 0.0415
H -2.5844 3.4425 2.5843 0.4639
H -2.1093 5.1426 1.1907 0.4177
H -1.9037 6.1692 -1.4653 0.2422
H -0.2767 6.8233 -1.6399 0.3784
H -1.2689 7.2690 -0.2499 0.4247
H 1.3007 5.0594 -1.3671 0.5127
H 2.7667 3.3427 -1.3225 0.4529
H 2.4459 1.8397 -0.4549 -0.0619
H 3.3340 3.1118 0.3372 0.5012
```

Values from the calculation:
highest occupied orbital energy	-4.332	eV
F_max	1.281	eV/A
total charge	-1
gap between HOMO and LUMO	6.3	eV

No. 4
This record from the Open Molecules 2025 dataset describes 5 unconnected molecules or ions with the total composition C20H39ClN6O8P in a non-equilibrium geometry. The level of theory is wB97M-V/def2-TZVPD.

XYZ file:
```
75
Properties=species:S:1:pos:R:3:mulliken_charge:R:1
C 2.9262 -1.6407 2.9186 -1.3415
C 2.7457 -2.8142 1.9513 0.0203
P 0.9370 -3.1749 1.8202 0.6668
C 0.7954 -4.9471 1.3647 -1.3612
C 0.3090 -2.2176 0.3550 0.2759
C -0.8254 -1.4566 0.6287 -0.5753
C -1.4120 -0.6742 -0.3475 -0.8975
C -0.9000 -0.6523 -1.6160 0.6479
C -1.5482 0.2029 -2.6705 -1.7866
C -1.1831 1.6575 -2.3885 0.9984
C -2.0815 2.4668 -1.5040 -1.5958
N -0.1014 2.0655 -2.9052 -0.3866
N 0.2067 -1.4090 -1.8614 0.3058
Cl 0.8155 -1.4233 -3.4525 -0.0115
C 0.8437 -2.1808 -0.9219 0.7700
C 2.0541 -2.9540 -1.3228 -1.3105
C 3.3320 -2.1085 -1.5995 -1.4862
C 3.4218 -0.7382 -0.8837 1.7304
C 3.2508 0.4491 -1.8528 -1.5805
C 4.8179 -0.6170 -0.2430 -1.9433
H 3.9783 -1.4567 3.1283 0.3879
H 2.3725 -1.7997 3.8421 0.3799
H 2.5222 -0.7256 2.4775 0.2779
H 3.2055 -3.7258 2.3311 0.5823
H 3.1732 -2.5257 0.9940 -0.4379
H 1.2795 -5.2516 0.4389 0.3852
H -0.2644 -5.1954 1.3326 0.3453
H 1.2150 -5.4926 2.2099 0.4587
H -1.2381 -1.4632 1.6308 0.4690
H -2.2867 -0.0800 -0.1264 0.6448
H -1.2373 -0.0633 -3.6713 0.5952
H -2.6200 0.0455 -2.5583 0.4297
H -1.7877 2.3501 -0.4591 0.2934
H -2.0361 3.5259 -1.7393 0.5770
H -3.1226 2.1506 -1.5649 0.3605
H 0.0880 3.0328 -2.6411 0.2569
H 1.8039 -3.5239 -2.2203 0.6863
H 2.2701 -3.6757 -0.5443 -0.1182
H 3.4482 -1.9588 -2.6698 0.6649
H 4.1808 -2.7165 -1.2914 0.4373
H 2.7113 -0.6507 -0.0583 -0.1166
H 2.2274 0.8324 -1.8313 0.2368
H 3.4613 0.1441 -2.8769 0.3360
H 3.9235 1.2630 -1.5907 0.3908
H 4.8759 0.2670 0.3912 0.4575
H 5.5823 -0.5214 -1.0150 0.4557
H 5.0474 -1.4961 0.3602 0.3854
C -2.2082 5.1100 2.6623 -0.7446
N -2.6761 4.4648 1.4055 0.8376
O -2.4148 4.9996 0.3509 -0.5071
O -3.2982 3.4245 1.5165 -0.5103
H -1.6760 6.0158 2.3997 0.3144
H -3.0888 5.3221 3.2612 0.3023
H -1.5647 4.3982 3.1702 0.2955
C -6.6060 2.5066 0.8012 -0.5213
N -7.5797 2.5590 1.9258 0.8894
O -8.1493 1.5331 2.2289 -0.5284
O -7.7275 3.6343 2.4642 -0.5235
H -6.5782 1.4914 0.4233 0.2845
H -6.9463 3.2023 0.0404 0.3065
H -5.6405 2.8085 1.1949 0.1137
C -2.8512 -3.7071 4.4075 -0.7250
N -1.9952 -2.5011 4.2417 0.8692
O -2.5360 -1.4567 3.9215 -0.5518
O -0.8059 -2.6396 4.4099 -0.4512
H -3.8791 -3.4257 4.2144 0.3078
H -2.4994 -4.4513 3.6989 0.2478
H -2.7198 -4.0604 5.4255 0.3021
C 2.6198 2.7942 -4.7141 -0.4035
N 3.8902 3.4854 -4.3652 0.9293
O 3.8458 4.6731 -4.1336 -0.5422
O 4.8878 2.7952 -4.3242 -0.5275
H 1.8185 3.5223 -4.7090 0.2890
H 2.7454 2.3535 -5.6985 0.2947
H 2.4558 2.0259 -3.9672 -0.0081
```

Values from the calculation:
highest occupied orbital energy	-11.416	eV
F_max	1.145	eV/A
total charge	+1
gap between HOMO and LUMO	7.5	eV

No. 5
This record from the Open Molecules 2025 dataset describes a molecular structure, C6H11N3OS in a non-equilibrium geometry. The level of theory is wB97M-V/def2-TZVPD.

XYZ file:
```
22
Properties=species:S:1:pos:R:3:nbo_charge:R:1
C 3.3981 0.5208 -0.3364 0.1234
C 1.5281 0.2603 0.6226 0.2680
C -2.2500 1.0283 0.7154 -0.5986
C 0.1649 -1.8335 -1.7216 -0.7725
C -0.7571 1.2054 0.4281 -0.4285
C 0.1334 0.0573 0.9783 -0.2670
N 2.0569 0.7038 -0.4603 -0.4820
N 3.6918 -0.2001 0.7158 -0.2583
N 2.5261 -0.3633 1.2835 -0.3274
O 0.5073 -2.9014 0.7491 -0.9436
S -0.4644 -2.0226 0.0914 1.1221
H 4.0404 0.8174 -1.0194 0.1844
H -2.3527 0.0312 0.4086 0.1989
H -2.4438 1.2514 1.6812 0.2007
H -2.8583 1.6176 0.0695 0.2104
H -0.1422 -2.7995 -2.0013 0.2203
H 1.1563 -1.6329 -1.9265 0.2399
H -0.6565 -1.2851 -2.2369 0.2239
H -0.6519 1.3079 -0.7306 0.2212
H -0.4672 2.2040 0.6687 0.2196
H -0.0317 -0.2130 2.0058 0.2180
H 2.5546 -0.9267 2.2157 0.4274
```

Values from the calculation:
highest occupied orbital energy (spin up / spin down)	-8.517 / -8.518	eV
F_max	5.060	eV/A
gap between HOMO and LUMO (spin up / spin down)	8.5 / 8.5	eV

No. 6
This record from the Open Molecules 2025 dataset describes 9 unconnected molecules or ions with the total composition C4H27N2O9 in a non-equilibrium geometry. The level of theory is wB97M-V/def2-TZVPD.

XYZ file:
```
42
Properties=species:S:1:pos:R:3:nbo_charge:R:1
O 0.1681 -1.6258 2.8985 -0.5046
C -0.6109 -0.7041 2.6707 0.4369
C -1.0348 -0.3756 1.2359 -0.1604
C -1.5244 0.9672 0.8060 -0.4686
C -2.0270 1.0310 -0.6463 -0.2559
N -1.3515 1.6829 -1.7220 -0.8066
N -0.2047 -1.1493 0.1831 -0.7139
H -1.1293 -0.0793 3.3961 0.1540
H -1.9620 -1.1181 1.1562 0.2545
H -0.8202 1.8144 1.1557 0.2589
H -2.4261 1.1360 1.5108 0.2367
H -3.0240 1.6640 -0.4865 0.2048
H -2.5784 0.0600 -1.0391 0.2004
H -0.4446 1.1670 -1.8233 0.3565
H -0.9711 2.6559 -1.3874 0.3569
H 0.7656 -1.3650 0.5415 0.4606
H -0.6939 -1.9435 -0.2110 0.4776
H 0.1422 -0.5317 -0.6326 0.4603
H -1.0024 -1.8848 -3.3469 0.4878
H 0.3867 -2.0532 -3.4727 0.4815
O -0.2697 -2.3177 -2.8816 -0.9571
H 3.9783 0.8636 0.1202 0.4926
H 4.7411 1.4557 -0.9613 0.4723
O 4.1597 0.7362 -0.8381 -0.9570
H 2.5269 0.1906 -2.1604 0.5114
H 1.9321 1.3433 -2.8702 0.4810
O 1.5600 0.4913 -2.5836 -0.9915
H -3.5599 -2.2172 -0.1733 0.4873
H -2.7013 -3.5861 0.0244 0.5135
O -2.7984 -2.6557 -0.2705 -0.9799
H 2.8537 -1.8187 1.0161 0.4591
H 4.2658 -1.7107 1.4082 0.4814
O 3.4752 -1.1452 1.3480 -0.9377
H 0.4226 3.1061 1.9545 0.4878
H 1.7665 2.8893 2.7549 0.4892
O 1.0963 2.4684 2.2036 -0.9727
H -2.1848 4.6603 1.0057 0.4760
H -2.5268 4.0437 2.2536 0.4697
O -1.8425 4.1088 1.6749 -0.9405
H 0.5089 -3.5271 -1.7049 0.5128
H 1.9259 -3.5911 -1.2085 0.4866
O 1.0129 -3.1357 -0.8982 -1.0018
```

Values from the calculation:
highest occupied orbital energy	-12.632	eV
F_max	6.696	eV/A
total charge	+1
gap between HOMO and LUMO	10.1	eV

Number 1: electronic energy -273.8401 a.u.. Number 2: electronic energy -1105.4869 a.u.. Number 3: electronic energy -3888.7605 a.u.. Number 4: electronic energy -2516.8103 a.u.. Number 5: electronic energy -872.8062 a.u.. Number 6: electronic energy -954.9377 a.u..